1.
Below is a single C7H10 molecule in a non-equilibrium geometry, with properties calculated with ωB97M-V with the def2-TZVPD basis set.

XYZ file:
```
17
C7H10 (ωB97M-V with the def2-TZVPD basis set)
H 0.72825 -1.28640 1.74705
H 3.16144 0.48967 -0.59730
C -0.86485 0.49640 0.38966
C -3.22458 1.18549 0.55144
H -0.81923 0.46618 1.47211
C 0.06949 0.02917 -0.44332
H -4.10109 1.51346 0.00514
C 1.36447 -0.54767 -0.00319
C -2.12860 0.97966 -0.17152
H 2.13934 -0.07004 -1.92263
H -2.20055 1.00291 -1.25397
H 2.20819 -2.23728 1.01379
C 1.41385 -1.51132 0.93558
H -0.26583 -0.29263 -1.42470
H -3.17346 1.33870 1.62165
H 3.15676 -1.22135 -0.97803
C 2.53639 -0.33494 -0.94174
```

SMILES: C=C/C=C/C(=C)C
LUMO energy in eV: 0.8
Gap between HOMO and LUMO in eV: 9.036
2S+1: 1

natural (NBO) population analysis, charges in e, atoms 1 to 2:
1. H 0.20
2. H 0.22

2.
Below is a molecular structure, C2EuF3NO3S in a non-equilibrium geometry, with properties calculated with ωB97M-V with the def2-TZVPD basis set.

XYZ file:
```
11
C2EuF3NO3S (ωB97M-V with the def2-TZVPD basis set)
F 2.52259 -1.13421 0.13258
C 2.13528 0.10052 -0.13134
O -0.04197 -0.68118 1.20319
Eu -2.11740 2.16426 -0.35079
S 0.77851 0.59371 1.10125
F 3.15699 0.92404 -0.00235
O -2.71538 -2.46171 -0.46247
N 0.16986 1.84421 0.43721
F 1.67002 0.15669 -1.36679
O -2.89704 -0.17536 -0.29333
C -2.66147 -1.33098 -0.26714
```

LUMO energy (spin up / spin down) in eV: -12.0 / -11.9
Gap between HOMO and LUMO (spin up / spin down) in eV: 7.114 / 7.800
2S+1: 8
Total charge: +2

natural (NBO) population analysis, charges in e, atoms 1 to 2:
1. F -0.23
2. C 0.90

3.
Below is a single C26H25FN4O2S molecule, with properties calculated with ωB97M-V with the def2-TZVPD basis set.

XYZ file:
```
59
C26H25FN4O2S (ωB97M-V with the def2-TZVPD basis set)
C -3.00875 2.10341 -0.84635
H 6.53819 -0.88223 -2.28787
H -5.52969 1.42873 -0.84433
C -7.01262 -2.99470 0.11654
C 2.98247 2.91993 -0.06988
H -3.51259 0.11392 -1.48741
C 6.97500 -0.70593 1.04843
H -5.62538 -0.89211 -2.13076
H 8.89827 -1.60028 -2.14279
C 1.65433 3.28510 -0.04165
H -3.45456 2.47489 -1.77457
H -7.15770 -2.61878 2.21878
O -1.18393 3.54586 0.73601
C 0.65951 2.30973 -0.12399
C 7.03654 -0.94501 -1.33283
N 4.97301 -0.19425 -0.23723
H 10.01300 -1.74025 0.05306
C 6.33558 -0.62667 -0.18194
C -2.67905 -1.43853 0.28957
C 8.98272 -1.42622 -0.01138
C -5.72746 -0.52278 -0.02380
H -6.74252 -3.07543 -2.00515
C -2.64188 0.47415 1.72482
H -7.50646 -3.95334 0.17143
C 3.33833 1.57495 -0.15958
H -2.62561 -1.76346 -0.74919
H -1.75239 0.08852 2.22481
H -3.58300 -1.86792 0.74011
H -3.52114 0.13288 2.28693
H -1.81331 -1.83477 0.82265
H 0.22923 0.20669 -0.21092
H 2.00512 -1.44975 -0.30004
H -3.25681 2.79763 -0.04087
C 4.00173 -1.15514 -0.28202
F 6.28748 -0.39717 2.16281
H -1.17401 1.36859 -1.53017
C 8.35720 -1.34783 -1.24436
H 8.75992 -1.15734 2.11620
N 2.71189 -0.72610 -0.27955
O 5.68484 1.95389 -0.16854
C -5.94830 -1.27501 -1.17267
C -6.17807 -1.02042 1.19278
H -6.03081 -0.44168 2.09436
C 8.29433 -1.10414 1.14507
C -5.02303 0.80056 -0.10691
H 3.77340 3.65196 -0.01751
C -6.58121 -2.50234 -1.10369
N -2.63027 0.00692 0.35269
C -3.54578 0.68431 -0.55087
C 2.33887 0.59431 -0.21052
C 4.75248 1.18554 -0.18245
H -2.59784 1.55947 1.75141
N -1.57215 2.09428 -0.95573
C -6.81488 -2.24682 1.26428
S 4.33818 -2.76343 -0.35433
H 1.36233 4.31952 0.04497
C -0.78090 2.71519 -0.05233
H -5.06888 1.31162 0.85519
C 0.99704 0.96732 -0.19873
```

SMILES: CN(C)[C@H](CNC(=O)c1ccc2c(=O)n(-c3ccccc3F)c(=S)[nH]c2c1)Cc1ccccc1
LUMO energy in eV: -0.1
Gap between HOMO and LUMO in eV: 8.412
2S+1: 1

natural (NBO) population analysis, charges in e, atoms 1 to 2:
1. C -0.24
2. H 0.23

4.
Below is a molecular structure, C16H46AsF6O7 in a non-equilibrium geometry, with properties calculated with ωB97M-V with the def2-TZVPD basis set.

XYZ file:
```
76
C16H46AsF6O7 (ωB97M-V with the def2-TZVPD basis set)
O -4.07301 -3.25211 -4.03668
H -2.70231 3.01720 1.99081
C 1.17709 -1.65106 2.99410
H -0.88255 -1.55762 5.26211
H -1.13779 4.30215 4.44069
H -0.94631 0.26059 5.07368
C 3.17163 1.74496 1.70451
C 2.10799 -2.11757 1.89670
H 2.23844 -3.19459 1.87578
H -4.59273 -3.64464 -3.33243
H 1.82452 1.65748 -4.86199
C -2.50566 -0.59341 6.27302
C -2.65733 2.82918 3.91524
C -2.63605 -1.36422 -4.32828
H 3.22304 3.82067 2.34947
H 0.12725 -3.20964 -4.44797
H -3.50073 -0.70819 -4.43232
C -2.96663 -2.54981 -3.44596
H 3.10216 0.91748 -2.96127
C 1.16855 -2.52135 -2.68174
H 1.86635 -4.56703 -5.38788
H -0.34263 2.88717 -4.60524
H -0.81639 2.67888 5.00473
H -2.09099 -3.20485 -3.41636
H 0.99901 -0.58342 3.03121
H 2.79839 2.57219 -2.64679
H 0.21839 -2.07055 -2.37038
H 3.89831 1.84059 0.89248
H -2.96640 -1.55947 6.48382
H 3.07061 -1.60489 1.95866
F 0.19160 -0.27028 -0.55240
C -1.51117 -0.67402 5.13759
F -2.22901 -0.52985 -0.38032
C 2.12421 -4.02780 -4.47869
H -0.60735 3.02908 3.29118
H 1.67979 -1.73293 0.96135
C 1.27884 1.65861 -3.91299
H 1.22691 -3.40068 -2.03236
H 1.68505 2.97264 2.62154
C 2.51815 3.11014 1.92179
H 3.13798 -3.62630 -4.51203
H 1.32642 3.12702 0.39440
C 1.14026 -2.92347 -4.14284
O 0.41978 0.52601 -3.89916
O -2.24475 -0.78975 3.91760
H 2.17150 -4.76859 -3.66969
H -3.22437 -2.20109 -2.44598
As -1.11730 0.71514 0.00286
F -1.27805 1.37362 -1.59688
H 2.44615 0.98195 1.41883
C -1.22453 3.25197 4.16361
H -3.27600 0.15593 6.09082
F -2.35484 1.75027 0.56200
C 0.47166 2.96211 -3.87945
H -0.03914 3.01035 -2.91399
O 2.09265 3.63496 0.68612
C 2.28064 1.61522 -2.77534
H 3.72446 1.36582 2.57025
H -2.25131 -1.67062 -5.29933
H -3.30765 3.18787 4.72032
H 1.92551 -1.77662 -2.44335
H 1.12624 3.80234 -4.08378
H -2.76115 1.73900 3.90061
H 1.29686 -0.98533 -4.48868
O 1.72989 -1.92867 4.31153
F -0.91247 0.02159 1.58241
F 0.04530 1.95736 0.39037
O -3.19731 3.39250 2.73066
H -0.29741 0.71072 -3.27874
H 0.23885 -2.20821 2.91470
O 1.49299 -1.80191 -4.97279
H -1.99050 -0.29433 7.19237
H -1.86297 -0.75632 -3.85341
H -1.61491 -0.81288 3.18760
H 1.55286 -2.83587 4.57123
H 1.80345 1.38916 -1.82129
```

LUMO energy in eV: 2.7
Gap between HOMO and LUMO in eV: 10.035
2S+1: 1
Total charge: -1

Löwdin population analysis, charges in e, atoms 1 to 2:
1. O -0.09
2. H 0.04